ORCA calculation (ωB97M-V/def2-TZVPD) on C8H10F3HgNO3S as an isolated structure at a distorted geometry.

Calculated values
**HOMO energy**: 1.2 eV
**Frontier orbital gap**: 0.160 Ha
**Relative energy (zero: lowest compared OMol25 entry of this formula, charge and spin)**: 0.0 kcal per mole
**Total charge**: -2
**Strongest force on any atom**: 3.00 eV/Å

Atoms and positions in Å:
H  2.2651  0.9883  2.3403
H  3.2327  0.6224  -1.9163
S  -1.2582  -1.8782  1.2620
C  1.8852  -0.6826  0.8891
N  -1.3302  2.1577  -0.3405
H  -1.1018  3.4159  -2.1765
O  -0.6240  -1.5553  2.5324
H  -0.8752  0.5368  -2.8323
F  -3.5176  -2.0808  2.6675
Hg  0.2094  0.5470  -0.1953
O  -0.5320  -2.7910  0.3912
C  2.8229  0.4253  -0.9327
C  -1.2758  2.4032  -1.7406
F  -2.5903  -4.0127  2.1937
H  -2.3111  2.0969  -1.9719
C  2.2955  0.6319  1.3113
H  1.6264  -1.5086  1.5456
H  -1.3968  3.0100  0.2005
F  -3.6504  -2.8934  0.6246
C  2.8391  1.3189  0.1836
O  -1.8020  -0.6911  0.5456
H  2.1777  -1.7302  -1.0764
H  3.2762  2.3143  0.1928
C  2.2362  -0.8072  -0.5107
H  0.6123  1.6248  -2.6393
C  -2.8490  -2.7736  1.7127
C  -0.3646  1.3115  -2.2606

***

ORCA calculation (ωB97M-V/def2-TZVPD) on an isolated ion of composition C8H10FN2 and charge +1 at a distorted geometry.

Calculated values
**HOMO energy**: -13.4 eV
**Frontier orbital gap**: 0.350 Ha
**Relative energy (zero: lowest compared OMol25 entry of this formula, charge and spin)**: 20.1 kcal per mole
**SMILES**: C=Cc1[nH+]c(C)cn1C(=C)F
**Total charge**: +1
**Strongest force on any atom**: 3.66 eV/Å

Atoms and positions in Å:
C  1.1222  -1.4197  0.0564
H  -0.8244  -2.4860  -0.0006
C  2.1453  -2.4665  -0.0923
C  -0.0561  1.9099  0.6424
C  0.1725  0.5543  0.3177
C  -2.2374  -0.1360  -0.0425
C  -2.9247  0.8834  -0.6475
H  1.2329  2.4515  -0.8836
N  -0.7896  -0.3176  0.1524
N  1.4087  -0.0528  0.2979
C  0.6604  2.8486  0.0035
H  -3.9918  1.0573  -0.8307
H  1.7615  -3.2072  0.5319
H  3.1540  -2.2557  0.2759
C  -0.2217  -1.5852  -0.0285
H  -2.4184  1.7271  -1.1111
F  -2.7917  -1.2144  0.4997
H  -0.7794  2.2089  1.4598
H  2.3404  0.4299  0.3123
H  0.7766  3.9051  0.1957
H  2.2608  -2.8349  -1.1090

***

ORCA calculation (ωB97M-V/def2-TZVPD) on a 2-piece molecular cluster, C8H10FNO overall at a distorted geometry.

Calculated values
**HOMO energy (alpha / beta)**: -9.9 / -8.3 eV
**Frontier orbital gap (alpha / beta)**: 0.316 / 0.258 Ha
**Relative energy (zero: lowest compared OMol25 entry of this formula, charge and spin)**: 111.1 kcal per mole
**Strongest force on any atom**: 6.77 eV/Å

Atoms and positions in Å:
H  4.2359  -0.1495  -0.2628
N  -0.5924  1.6125  -0.1221
O  -2.0186  -0.2623  -0.7835
C  1.3038  0.7415  0.9327
H  -2.9028  -2.7327  0.4758
F  -1.1733  2.2274  -1.1964
H  0.7330  0.7910  1.8342
C  -2.6739  -1.8583  1.0210
C  -2.7937  -0.5032  0.1671
C  1.2681  0.9445  -1.5389
H  -3.9106  -0.6155  -0.1103
C  3.2946  0.2973  -0.3673
H  -3.2660  -1.8338  1.9471
H  -2.7659  0.3387  0.8660
H  3.1493  0.2106  -2.5139
C  2.5912  0.5011  -1.5429
H  3.3171  -0.1043  1.6642
C  0.6456  1.1507  -0.3032
H  0.5921  0.9866  -2.3966
C  2.6134  0.3256  0.8685
H  -1.6469  -2.0679  1.3614

***

ORCA calculation (ωB97M-V/def2-TZVPD) on a 3-piece molecular cluster, C8H10IN2O4 overall at a distorted geometry.

Calculated values
**HOMO energy**: -4.5 eV
**Frontier orbital gap**: 0.265 Ha
**Relative energy (zero: lowest compared OMol25 entry of this formula, charge and spin)**: 57.4 kcal per mole
**Total charge**: -1
**Strongest force on any atom**: 4.97 eV/Å

Atoms and positions in Å:
C  -2.0718  -2.3683  -0.8824
H  -2.3492  -2.3604  1.2759
C  0.8933  -1.6603  0.9154
I  6.5195  0.0079  -0.1183
C  3.1806  -1.7327  1.1388
C  -2.6423  1.5073  -0.5437
O  4.3617  -1.9174  1.3335
H  2.0046  -3.5489  1.2463
H  -0.8062  0.9064  1.3264
H  1.2049  -0.0225  -0.2434
O  2.7745  -0.4053  0.7802
N  -1.5699  -2.3286  0.6295
H  -3.7811  0.5261  1.1335
H  -2.5020  0.7204  -1.3149
O  -2.9698  -3.1304  -1.0173
H  -3.6304  1.9706  -0.7727
O  -1.4908  -1.5425  -1.4810
N  1.3580  -0.4414  0.6936
H  -1.8775  2.3288  -0.5950
H  -1.8607  0.2224  2.7166
C  -1.7945  0.7092  1.6490
C  2.0141  -2.4810  1.2075
H  5.5467  -1.0122  0.5880
C  -0.4573  -1.8674  1.0907
C  -2.7915  0.8693  0.7539

***

ORCA calculation (ωB97M-V/def2-TZVPD) on C8H10InO4S as an isolated structure at a distorted geometry.

Calculated values
**HOMO energy (alpha / beta)**: -20.0 / -18.6 eV
**Frontier orbital gap (alpha / beta)**: 0.244 / 0.128 Ha
**Relative energy (zero: lowest compared OMol25 entry of this formula, charge and spin)**: 138.8 kcal per mole
**Total charge**: +3
**Strongest force on any atom**: 13.16 eV/Å

Atoms and positions in Å:
C  2.2316  -1.5079  1.8167
O  -0.5146  -3.0057  0.1848
C  -3.6373  1.6900  -3.3026
C  -3.9412  0.3420  -3.2776
O  1.8716  -0.4658  -2.3728
H  -3.6168  -0.3112  -4.0803
O  0.8250  2.9405  0.0754
H  4.2823  0.5193  2.2070
H  -4.2031  2.3938  -2.7021
In  0.0000  0.0000  0.0000
H  -4.7495  -0.0297  -2.6575
C  -1.1892  0.2946  1.4587
H  2.2556  -2.0508  0.8516
O  -1.8917  0.4691  2.3563
H  1.4721  -1.9094  2.5200
C  -0.3368  -1.8697  0.1017
H  3.2408  -1.6983  2.2358
C  0.4980  1.8358  0.0335
C  3.2935  0.7985  2.6270
H  -3.0705  2.1124  -4.1249
S  1.9476  0.2772  1.5180
C  1.1550  -0.2877  -1.4872
H  3.2732  1.9063  2.6781
H  3.1245  0.4279  3.6605

***

ORCA calculation (ωB97M-V/def2-TZVPD) on C8H10IrN2S as an isolated structure at a distorted geometry.

Calculated values
**HOMO energy (alpha / beta)**: -1.9 / -3.2 eV
**Frontier orbital gap (alpha / beta)**: 0.187 / 0.219 Ha
**Relative energy (zero: lowest compared OMol25 entry of this formula, charge and spin)**: 37.8 kcal per mole
**<S²>**: 6.023
**Spin multiplicity**: 5
**Total charge**: -1
**Strongest force on any atom**: 7.92 eV/Å

Atoms and positions in Å:
C  -1.6977  -1.3627  -0.5032
H  -0.6697  2.7531  -0.3011
C  1.2028  -1.3042  -0.9479
H  1.7959  0.0303  -2.6543
C  1.2693  -1.1123  0.4815
H  1.9989  0.6493  1.6959
H  1.0710  -1.8829  1.2292
H  2.5425  1.7810  -0.6753
N  -0.7177  0.6012  1.5338
H  0.9594  -2.2568  -1.4261
C  -2.3254  -0.1135  -0.7484
S  -1.1124  1.0297  4.2205
H  -1.4785  -2.0639  -1.3162
C  1.9646  0.8528  -0.5449
N  0.3242  2.3335  -0.3165
Ir  -0.5089  0.4720  -0.2909
H  -1.7523  -1.8648  0.4679
H  -2.9508  0.3673  0.0160
H  -2.4732  0.2163  -1.7664
C  -0.8217  0.7706  2.6996
C  1.7594  0.2072  0.7294
C  1.6202  -0.1030  -1.5826

***

ORCA calculation (ωB97M-V/def2-TZVPD) on C8H10LaN2S as an isolated structure at a distorted geometry.

Calculated values
**HOMO energy**: -4.4 eV
**Frontier orbital gap**: 0.263 Ha
**Relative energy (zero: lowest compared OMol25 entry of this formula, charge and spin)**: 0.0 kcal per mole
**Total charge**: -1
**Strongest force on any atom**: 4.93 eV/Å

Atoms and positions in Å:
H  1.8059  -2.6200  0.1364
H  -0.8796  0.6693  -2.7916
H  -0.3516  3.3075  0.6765
C  -0.4193  1.2222  -1.9689
H  2.1057  2.7096  -0.3051
C  1.1118  -2.1096  -0.5484
C  -0.0100  0.0180  4.7648
H  1.7770  1.0689  -2.4419
H  -2.1978  2.0593  -0.8730
C  -1.1130  1.9559  -0.9550
C  1.1566  2.2964  -0.6549
C  -0.3255  -2.5119  -0.3314
La  0.1453  -0.2451  0.4391
H  -2.4339  -1.9869  0.0913
N  -1.5169  -1.5208  0.1084
H  -0.6842  -2.9242  -1.2964
C  0.9851  1.4341  -1.7837
H  1.4033  -2.1449  -1.6040
H  -0.3416  -3.3585  0.3893
S  -0.1584  0.0913  3.1443
C  -0.1395  2.6162  -0.1427
N  0.0807  -0.0268  5.9470

***

ORCA calculation (ωB97M-V/def2-TZVPD) on one molecule with the formula C8H10N2 at a distorted geometry.

Calculated values
**HOMO energy (alpha / beta)**: -7.1 / -7.6 eV
**Frontier orbital gap (alpha / beta)**: 0.249 / 0.264 Ha
**Relative energy (zero: lowest compared OMol25 entry of this formula, charge and spin)**: 172.9 kcal per mole
**Strongest force on any atom**: 4.56 eV/Å

Atoms and positions in Å:
H  2.8243  -1.2336  -1.3660
H  -2.8206  1.0162  -0.3239
H  0.5136  3.6845  0.0581
H  4.1860  -0.8800  -0.3986
N  2.2926  -0.1583  0.1219
C  -0.0539  0.1998  0.2781
C  3.1807  -1.2413  -0.3389
C  -1.2749  -0.4917  0.0092
C  1.1373  -0.5831  0.5812
H  1.1915  -1.5745  1.1134
C  -2.5985  -0.0293  -0.2150
H  -1.1252  2.9512  0.8769
C  -3.6740  -0.8399  -0.2049
H  3.1005  -2.2191  -0.0109
H  -4.6427  -0.3954  -0.3740
C  0.2237  1.5316  0.1500
H  -1.2803  -1.5737  0.1065
N  2.6413  0.9936  -0.2470
C  -0.1956  2.7286  0.3140
H  -3.6257  -1.8857  -0.1301

***

ORCA calculation (ωB97M-V/def2-TZVPD) on one molecule with the formula C8H10N2 at a distorted geometry.

Calculated values
**HOMO energy**: -7.6 eV
**Frontier orbital gap**: 0.284 Ha
**Relative energy (zero: lowest compared OMol25 entry of this formula, charge and spin)**: 94.7 kcal per mole
**SMILES**: CC1=C=N/C=C\C=N\[C@@H]1C
**Strongest force on any atom**: 3.46 eV/Å

Atoms and positions in Å:
H  -4.1312  -1.1510  -0.4703
H  1.5662  2.5069  0.4172
H  2.4590  -0.9865  0.7847
H  -1.9568  -1.5881  -1.6085
C  -3.2567  0.6122  0.3269
C  0.2617  0.9359  -0.1436
N  -2.1468  1.4325  0.6504
C  -1.9223  -1.1398  -0.6160
H  0.7153  -0.8018  -1.0672
C  -3.2251  -0.6387  -0.2265
C  1.3391  1.9023  -0.4451
H  0.9004  2.6559  -1.2227
C  -0.9671  1.3050  0.1782
N  -0.9762  -0.9696  0.2206
H  0.9014  -0.8687  1.9608
C  0.4280  -0.5955  -0.0870
H  -4.1745  0.9937  0.6760
H  1.4116  -2.3084  0.7847
C  1.3581  -1.1519  0.9382
H  2.2792  1.3966  -0.8455

***

ORCA calculation (ωB97M-V/def2-TZVPD) on one molecule with the formula C8H10N2O2 at a distorted geometry.

Calculated values
**HOMO energy**: -8.3 eV
**Frontier orbital gap**: 0.321 Ha
**Relative energy (zero: lowest compared OMol25 entry of this formula, charge and spin)**: 181.8 kcal per mole
**SMILES**: C#CCOC(=O)[C@H]1CN=CNC1
**Strongest force on any atom**: 8.79 eV/Å

Atoms and positions in Å:
C  -3.0339  0.5552  -0.3127
C  2.0502  -0.9286  -0.4695
H  0.9038  2.4056  0.5950
O  -1.3198  -0.1837  0.5257
C  2.0253  1.5472  -0.7758
N  1.4747  1.6962  0.3994
H  -3.9980  2.5233  0.1887
N  2.1361  0.2667  -1.3140
H  0.3918  0.6275  2.0172
H  2.1757  2.3741  -1.5589
C  1.3366  0.5255  1.3715
H  3.2620  -1.1418  -0.3539
H  -1.8711  -1.0469  -1.3161
C  -2.3402  -0.7169  -0.4058
C  1.2163  -0.8388  0.8457
C  -0.2167  -1.1634  0.2893
C  -3.4223  1.7106  -0.1539
O  -0.5602  -2.2048  -0.3109
H  2.4458  0.1705  1.9297
H  1.7308  -1.5145  1.6410
H  -2.7359  -1.5421  0.2458
H  1.7684  -1.6316  -1.0386